[1]
A cluster of 6 separate species, C32H43B2N5O4P in total. Source: OMol25; level of theory: the ωB97M-V functional and the def2-TZVPD basis.

Properties
- Gap between HOMO and LUMO: 4.9 eV
- Strongest force on any atom: 2.1 eV/Å
- E_LUMO: 1.74 eV
- Net charge: -1

Positions of all 87 atoms, in Å:
C: 5.1982 6.6879 2.4101
C: 4.5853 5.2435 2.3094
O: 4.4355 4.9734 0.9152
B: 3.9918 3.6411 0.7415
O: 4.8845 2.5493 0.6342
C: 2.3991 3.3729 0.7082
C: 1.5303 4.2926 -0.2979
O: 0.3381 4.4145 0.4898
B: 0.9312 4.6719 1.8102
P: -0.1833 5.2934 3.2641
C: 0.5868 4.5537 4.8147
C: 0.1814 7.1294 3.3855
C: -0.6942 7.8613 2.3199
O: 1.7885 3.4760 2.0124
H: 4.8907 7.1015 3.3842
H: 4.7348 7.2484 1.5809
H: 6.2898 6.6115 2.2915
H: 3.6222 5.2791 2.8492
H: 5.2163 4.4837 2.8100
H: 4.4501 1.8112 1.0583
H: 2.2063 2.3013 0.4638
H: 1.4079 3.8524 -1.2984
H: 1.9073 5.3321 -0.4097
H: 1.7428 5.5859 1.6804
H: 1.6923 4.6115 4.7142
H: 0.2432 5.1273 5.6937
H: 0.2624 3.5029 4.8860
H: 1.2402 7.2704 3.0580
H: 0.0700 7.5350 4.4065
H: -1.7571 7.8538 2.6116
H: -0.3530 8.9079 2.2084
H: -0.5583 7.3449 1.3514
N: 0.5512 1.4515 -1.5683
C: -0.1617 1.3557 -0.4362
C: -1.1110 0.3688 -0.2099
C: -1.3429 -0.5687 -1.2053
C: -0.6179 -0.4849 -2.3854
C: 0.3112 0.5351 -2.5151
H: 0.0494 2.1124 0.3132
H: -1.6555 0.3366 0.7245
H: -2.0790 -1.3546 -1.0603
H: -0.7694 -1.1972 -3.1872
H: 0.9035 0.6380 -3.4186
N: 2.2508 -2.3173 0.1743
C: 3.2788 -3.1665 0.0730
C: 4.3284 -3.0062 -0.8166
C: 4.3138 -1.9023 -1.6558
C: 3.2585 -1.0095 -1.5710
C: 2.2584 -1.2594 -0.6455
H: 3.2456 -4.0155 0.7477
H: 5.1361 -3.7257 -0.8516
H: 5.1164 -1.7402 -2.3660
H: 3.2100 -0.1360 -2.2055
H: 1.4200 -0.5886 -0.5390
N: -3.7326 -2.5928 -0.2937
C: -4.8808 -2.9687 -0.8651
C: -5.4952 -4.1885 -0.6318
C: -4.8844 -5.0751 0.2419
C: -3.6919 -4.7077 0.8446
C: -3.1622 -3.4624 0.5461
H: -5.3189 -2.2436 -1.5425
H: -6.4273 -4.4382 -1.1212
H: -5.3313 -6.0404 0.4511
H: -3.1849 -5.3722 1.5313
H: -2.2325 -3.1288 0.9956
N: -5.9202 -8.1191 1.7512
C: -6.0598 -9.4176 1.4670
C: -6.9068 -10.2713 2.1546
C: -7.6521 -9.7530 3.2015
C: -7.5232 -8.4099 3.5162
C: -6.6503 -7.6413 2.7636
H: -5.4544 -9.7780 0.6428
H: -6.9805 -11.3143 1.8779
H: -8.3251 -10.3878 3.7649
H: -8.0873 -7.9684 4.3265
H: -6.5184 -6.5845 2.9700
N: 1.5632 0.3254 -5.5200
C: 2.8173 -0.1038 -5.3532
C: 3.4954 -0.8858 -6.2742
C: 2.8358 -1.2500 -7.4367
C: 1.5336 -0.8186 -7.6318
C: 0.9480 -0.0365 -6.6493
H: 3.2909 0.2033 -4.4281
H: 4.5127 -1.2016 -6.0855
H: 3.3303 -1.8620 -8.1814
H: 0.9848 -1.0822 -8.5261
H: -0.0675 0.3279 -6.7588

Atomic partial charges in e from the Löwdin method, atoms 1 to 4: -0.065, -0.249, 0.021, -0.485

=====

[2]
A structure of composition C14H38BF6N2O10S2V. Source: OMol25; level of theory: the ωB97M-V functional and the def2-TZVPD basis.

Properties
- Gap between HOMO and LUMO (alpha / beta): 4.8 / 5.8 eV
- 2S+1: 3
- Strongest force on any atom: 8.4 eV/Å
- E_LUMO (alpha / beta): -2.99 / -1.92 eV
- Net charge: 0

Positions of all 74 atoms, in Å:
V: -0.8570 -0.5620 1.1978
B: 0.4156 -1.7416 -0.6812
F: -0.7603 -1.0877 -0.7583
F: 0.3972 -2.9328 -1.3644
F: 1.4923 -0.9965 -0.9907
F: 0.5650 -1.9434 0.6754
N: -1.8695 -2.1409 1.8022
S: -2.9808 -3.2005 1.2776
O: -4.3700 -2.6653 1.4637
O: -2.6993 -4.5927 1.3438
F: -2.5876 -2.8880 -0.2705
S: -1.7103 -3.0696 3.2739
O: -0.6455 -4.0184 3.2433
O: -2.9208 -3.3672 4.0107
F: -0.9383 -1.9331 4.1080
C: -0.4335 4.4129 1.8601
C: -1.0022 3.9736 0.4642
C: -0.8491 5.2472 -0.4223
C: 0.5710 5.4774 -0.9097
C: 1.1593 4.1971 -1.5458
C: 1.2332 2.9862 -0.5329
N: -0.1584 2.8426 -0.0677
O: -0.3237 1.5952 0.6273
C: 2.3209 3.2651 0.5345
C: 1.8554 1.9115 -1.4755
C: -2.5336 3.6746 0.4465
H: -0.3701 3.5185 2.4799
H: -1.0727 5.1491 2.3476
H: 0.6189 4.6863 1.7842
H: -1.0881 6.2052 0.0395
H: -1.4648 5.2154 -1.3212
H: 1.2292 5.9672 -0.1921
H: 0.4876 6.1296 -1.7790
H: 2.1412 4.5393 -1.8726
H: 0.6977 3.8796 -2.4808
H: 2.0631 2.8207 1.4959
H: 2.4750 4.3441 0.5502
H: 3.3257 2.8938 0.3334
H: 1.0927 1.4069 -2.0687
H: 2.2745 1.1355 -0.8350
H: 2.6655 2.2065 -2.1423
H: -2.7942 3.0817 1.3232
H: -2.7362 3.1097 -0.4634
H: -3.1995 4.5369 0.4791
C: 3.7390 -3.3427 -0.9009
O: 3.7745 -2.1479 -0.0712
H: 2.7368 -3.7691 -0.9445
H: 4.1537 -3.0701 -1.8713
H: 4.3600 -4.1648 -0.5451
H: 3.0455 -1.5678 -0.3029
C: 0.3950 -5.6909 0.3932
O: 0.2653 -5.6553 -1.0369
H: -0.5342 -5.4740 0.9200
H: 0.5117 -6.7488 0.6282
H: 1.2452 -5.1092 0.7495
H: 0.2102 -4.7186 -1.2398
C: -0.3573 -3.4212 -4.5560
O: -0.9248 -4.1033 -5.5615
H: -0.5579 -3.8099 -3.5576
H: 0.7264 -3.3151 -4.6064
H: -0.7143 -2.3937 -4.6260
H: -0.4509 -4.9375 -5.5970
C: -3.9279 0.4330 0.7566
O: -2.7671 0.0735 0.0952
H: -4.7618 0.1255 0.1255
H: -4.0240 -0.0672 1.7202
H: -3.9500 1.5226 0.7368
H: -2.9038 0.3988 -0.7976
C: 2.2448 -0.3239 2.3107
O: 0.8583 -0.4291 2.5839
H: 2.5812 -1.3453 2.1327
H: 2.6124 0.1387 1.3947
H: 2.8229 0.0912 3.1363
H: 0.8760 -0.4473 3.5435

Atomic partial charges in e from the Löwdin method, atoms 1 to 4: 1.288, -1.428, 0.171, 0.195

=====

[3]
A structure of composition C27H32BaNOSi. Source: OMol25; level of theory: the ωB97M-V functional and the def2-TZVPD basis.

Properties
- Gap between HOMO and LUMO: 4.3 eV
- Strongest force on any atom: 2.9 eV/Å
- E_LUMO: 1.47 eV
- Net charge: -1

Positions of all 63 atoms, in Å:
C: 0.4409 -1.7787 1.6218
C: -0.8946 -2.0662 1.1527
C: -0.7979 -2.5859 -0.1844
H: -1.8194 -1.8246 1.6898
C: 0.6250 -2.5695 -0.5552
C: 1.3835 -2.0610 0.5703
H: 2.4384 -1.8151 0.6195
H: 0.6951 -1.3762 2.5886
H: -1.6475 -2.5347 -0.9008
H: 0.9919 -2.5146 -1.5984
C: -0.9757 2.4622 0.3685
C: -0.6266 1.8429 1.6165
C: 0.8142 1.6474 1.6679
H: -1.3173 1.5024 2.3776
C: 1.3727 2.1394 0.4233
C: 0.2749 2.6846 -0.3762
H: 0.3079 2.7129 -1.4969
H: -1.9975 2.4337 -0.0524
H: 1.3505 1.1726 2.4794
H: 2.3946 1.9501 0.1158
Ba: -0.2785 0.0490 -0.9965
O: -0.3052 -0.1313 -3.8948
C: -1.4374 -0.9007 -4.4313
C: -0.1074 -0.9325 -5.1611
H: -1.6797 -1.7891 -3.8456
H: -2.2473 -0.3277 -4.8915
H: 0.5038 -1.8276 -5.0587
H: 0.8081 -1.9372 -7.4882
C: 0.5511 -0.8750 -7.5888
C: 0.0618 -0.1904 -6.4403
C: -0.2797 1.1743 -6.5547
H: -0.6346 1.7179 -5.6708
C: -0.1211 1.8379 -7.7757
H: -0.3713 2.8998 -7.8470
C: 0.3594 1.1552 -8.9069
H: 0.4780 1.6746 -9.8598
C: 0.6943 -0.2048 -8.8082
H: 1.0732 -0.7537 -9.6770
C: -3.1822 -0.0018 2.9479
Si: -1.8554 -0.6841 4.0464
C: -2.5079 -0.2728 5.7147
C: -1.8506 -2.5577 4.0988
N: -0.2897 -0.0109 3.9305
C: 0.5008 -0.4725 4.9906
C: 0.5708 0.3200 6.1653
C: 1.1535 -0.2299 7.3023
C: 1.6308 -1.5458 7.3070
C: 1.5124 -2.3362 6.1537
C: 0.9469 -1.8271 5.0013
H: -4.0906 -0.5604 3.2137
H: -3.0612 -0.0669 1.8587
H: -3.3720 1.0533 3.2054
H: -3.5110 -0.7078 5.7725
H: -1.8854 -0.6840 6.5169
H: -2.5694 0.8153 5.8286
H: -1.4048 -3.1144 3.2649
H: -1.3688 -2.9383 5.0115
H: -2.9066 -2.8590 4.1485
H: 0.1745 1.3441 6.1419
H: 1.2578 0.3978 8.1800
H: 2.1098 -1.9560 8.1941
H: 1.8885 -3.3541 6.1429
H: 0.8574 -2.4741 4.1223

Atomic partial charges in e from the Löwdin method, atoms 1 to 4: -0.169, -0.240, -0.349, 0.048

=====

[4]
The molecule C5H12N2O. Source: OMol25; level of theory: the ωB97M-V functional and the def2-TZVPD basis.

Properties
- Gap between HOMO and LUMO: 9.9 eV
- Structure (SMILES): CC(=O)N(C)[C@@H](C)N
- Strongest force on any atom: 5.0 eV/Å
- E_LUMO: 0.87 eV
- Relative energy (zero: lowest compared OMol25 entry of this formula, charge and spin): 2.3103 eV
- Net charge: 0

Positions of all 20 atoms, in Å:
C: 0.3332 0.8894 0.6717
C: -1.1260 -1.1431 0.4782
C: 0.7833 -1.6453 -1.8915
C: -0.7870 1.9079 0.6120
N: 0.0514 -0.3872 0.0819
C: 0.5134 -0.2746 -1.2862
N: 0.8774 0.7036 1.9630
O: 0.3241 0.6568 -2.0821
H: 1.1615 1.1584 -0.2183
H: 1.1902 1.5738 2.3813
H: 1.6534 0.0497 1.9269
H: -2.0109 -0.7293 -0.0151
H: -0.9940 -2.1866 0.1845
H: -1.2226 -1.1189 1.5668
H: 1.2467 -1.5284 -2.8749
H: 1.4464 -2.2369 -1.2560
H: -0.1624 -2.1707 -2.0466
H: -1.6448 1.5785 1.2093
H: -0.4692 2.8786 1.0033
H: -1.1642 2.0243 -0.4084

Atomic partial charges in e from the natural (NBO) method, atoms 1 to 4: 0.149, -0.415, -0.715, -0.649

=====

Question: What is the formula in the third record?
Answer: C27H32BaNOSi

=====

Question: What is the net charge in the fourth record?
Answer: 0

=====

Question: What is the net charge in the fourth record?
Answer: 0